A 8-piece molecular cluster, C67H141N7O9S overall, computed with ωB97M-V/def2-TZVPD.

Element x y z (Å)
1 S -1.19895 -0.08563 -0.37381
2 O -4.98511 -4.80876 -3.79516
3 O -3.48826 3.48889 3.69228
4 O 6.34483 3.91700 -5.59930
5 O -0.26506 0.27795 -1.43927
6 O 2.19419 -5.02594 7.78084
7 O -6.79315 2.83310 -0.55186
8 O 4.68954 -3.68394 -7.63600
9 O 7.65584 0.47904 3.37575
10 O -2.30950 0.82560 -0.10343
11 N 3.62406 -2.86635 -7.36009
12 N -7.38684 3.13358 0.65070
13 N 5.44413 4.69938 -6.29524
14 N -6.25127 -5.24159 -3.98234
15 N -2.26390 3.23000 4.35326
16 N 6.95187 1.44161 2.60179
17 N 3.39927 -4.66136 8.28621
18 C 3.29218 5.88920 -6.39965
19 C 0.84281 -2.57488 -6.54277
20 C 5.34848 1.93241 4.42027
21 C 4.49598 5.37975 -8.57320
22 C -1.68692 5.61034 5.02232
23 C 1.27726 -2.17051 -7.96408
24 C 4.33395 5.63303 -4.24046
25 C -3.11292 0.95637 5.37450
26 C 3.80647 -3.25860 8.00272
27 C -9.35550 1.51987 0.35600
28 C -0.80036 4.65717 2.88247
29 C 5.53075 4.44294 -7.77802
30 C -8.10895 1.95783 1.18061
31 C -1.09470 1.95526 6.19525
32 C 4.12028 4.93254 -5.55937
33 C 7.36816 3.26905 4.16924
34 C 5.49809 1.96370 0.66645
35 C -9.01325 5.18883 0.00022
36 C -8.32036 -5.24512 -5.29351
37 C -8.24805 -6.36213 -2.97079
38 C -7.23628 0.68335 1.23091
39 C -0.14571 3.17665 6.34408
40 C -6.03264 -7.03494 -2.39379
41 C -6.77088 -4.72310 -1.59105
42 C 5.36368 -5.15675 9.73720
43 C -6.21574 -4.25594 -6.28989
44 C 5.58486 3.57410 2.49864
45 C 6.93312 4.78280 -8.35866
46 C -9.19418 3.62110 2.87833
47 C 3.05301 -2.21485 8.80160
48 C 4.66956 2.90215 1.52286
49 C -8.51624 2.24873 2.62925
50 C 7.58238 0.47104 0.44610
51 C 3.32209 3.62281 -5.32487
52 C 6.30426 2.46463 3.43367
53 C 3.82517 -5.30981 9.58124
54 C 3.13499 -4.60589 -5.54704
55 C 5.52707 -0.44816 1.64045
56 C -6.85917 -5.76447 -2.75006
57 C -7.89390 4.52904 0.80990
58 C -6.98203 -4.43214 -4.95082
59 C 3.02400 -2.00275 -9.61032
60 C -9.09283 -5.65362 -3.99815
61 C 3.19421 -4.71626 10.87350
62 C 6.38174 0.86370 1.36643
63 C 0.12479 3.78053 4.95797
64 C 5.80943 -3.75115 9.50497
65 C -1.86005 -2.50280 0.64726
66 C -6.72390 5.48045 0.51413
67 C -3.28793 3.08457 6.63307
68 C 3.31224 -3.17450 -5.92011
69 C 2.15222 -4.30140 -8.85437
70 C -8.24145 4.61000 2.36589
71 C 3.11011 5.46756 -7.88516
72 C -1.90527 -1.75651 -0.76256
73 C -7.33235 -3.02728 -4.36365
74 C 2.56014 -2.86593 -8.37945
75 C 3.55974 -3.01820 6.52908
76 C 5.18912 2.96234 -8.28386
77 C -1.23462 4.32748 4.33631
78 C -0.36061 -2.21502 1.19063
79 C -0.23875 -0.65245 1.15731
80 C 2.01399 -2.40368 -5.53155
81 C 5.35709 -3.20499 8.21418
82 C 4.39122 -2.56690 -4.93548
83 C 3.49809 -6.87541 9.58660
84 C -2.41311 2.31630 5.59813
85 H -5.23547 -3.79386 -6.17306
86 H 4.05433 -7.32915 8.76635
87 H 0.39893 -2.35794 -8.58175
88 H 0.71337 -0.13552 1.27705
89 H -10.01446 4.81052 0.20642
90 H -5.88867 3.02763 -0.29553
91 H -1.64628 4.95147 2.26125
92 H 4.06797 -2.22158 -9.83468
93 H 4.73333 1.40946 0.12235
94 H 6.87046 4.76398 -9.44669
95 H 4.79762 6.40697 -8.36847
96 H -1.87937 -3.57661 0.46106
97 H 6.90877 4.11095 4.68718
98 H -2.39707 6.19301 4.43554
99 H -0.40669 3.91360 7.10362
100 H 6.05899 -1.28958 2.08450
101 H -4.49124 -5.54588 -4.16171
102 H 7.22737 0.22777 -0.55535
103 H 3.42019 5.85110 -3.68767
104 H 1.60886 -4.51969 8.34891
105 H 5.60452 -5.38893 10.77459
106 H -8.83585 -6.32913 -2.05345
107 H -8.97301 1.01537 -0.53128
108 H 8.27458 1.30955 0.36928
109 H -0.08438 -2.10317 -6.21735
110 H 4.37644 2.56791 -7.67387
111 H -8.88259 5.13117 -1.08038
112 H 3.77076 6.86609 -6.46862
113 H 1.39478 -4.21125 -9.63301
114 H 2.15372 -1.32291 -5.55372
115 H 5.96433 2.20078 -8.19919
116 H 2.40488 3.74442 -4.74865
117 H 3.81306 -5.41383 -5.82190
118 H 4.28161 -2.82663 -3.88257
119 H -5.00194 -6.83502 -2.10091
120 H -10.12717 3.46951 2.33554
121 H 4.78503 2.72416 4.91399
122 H 8.26815 3.56978 3.63287
123 H -8.28659 -3.00697 -3.83722
124 H -0.64671 1.02861 5.83645
125 H 0.02348 5.37007 2.84847
126 H 0.48533 2.98998 4.29984
127 H 2.42401 -7.03488 9.49160
128 H 5.97133 -5.65262 8.98025
129 H -3.45728 3.02800 2.85072
130 H 0.79780 2.79184 6.73115
131 H -7.64691 2.20441 3.28528
132 H -2.70153 -2.14867 1.24275
133 H 8.11966 -0.36827 0.88767
134 H 2.29597 -2.15153 -10.40778
135 H 3.08913 -4.75386 -4.46810
136 H -8.84564 5.48971 2.58755
137 H -9.90334 -6.30587 -4.32331
138 H -9.43349 3.79434 3.92754
139 H -9.95633 0.75494 0.84791
140 H 3.93346 2.88826 -4.80067
141 H -7.38355 4.59285 3.03808
142 H -3.09007 0.30632 6.24914
143 H -0.85095 -0.15478 1.90939
144 H -2.69618 3.90468 7.03968
145 H -2.72065 0.31056 4.58891
146 H 4.45208 -2.49312 6.18835
147 H 4.35419 5.03552 -9.59766
148 H -8.08715 -6.14889 -5.85646
149 H 5.05880 -0.77811 0.71311
150 H 4.12420 3.65362 0.95195
151 H -5.88968 -7.71143 -3.23642
152 H 3.58723 -1.89832 9.69744
153 H -2.14328 5.50662 6.00673
154 H -6.09852 -5.22190 -6.78109
155 H 2.19117 -4.95786 -5.96350
156 H 3.58203 -3.80012 11.31891
157 H 7.38587 5.75651 -8.17160
158 H 2.99467 -4.82202 -9.30971
159 H 3.07540 -0.95191 -9.32541
160 H 5.85256 -3.74446 7.40697
161 H 7.72551 2.70134 5.02837
162 H 6.89858 -3.71543 9.52922
163 H 3.14527 3.01509 -6.21228
164 H 3.83852 -7.43910 10.45518
165 H 3.21174 -5.35967 11.75317
166 H 6.37366 4.12407 1.98539
167 H -6.63575 -3.57302 -7.02834
168 H 6.20406 2.45480 -0.00327
169 H -8.83278 -4.55333 -5.96206
170 H -7.44908 -3.95679 -1.96643
171 H 2.07262 -2.58394 9.10281
172 H 5.38322 -3.10295 10.27065
173 H -7.66095 -0.18163 1.74037
174 H -6.50638 -2.58002 -3.81065
175 H 2.78159 -2.28998 6.30044
176 H -4.18228 0.96936 5.16379
177 H 2.91804 -1.37465 8.12048
178 H 1.33979 -1.08277 -7.99640
179 H 5.44193 -2.77747 -5.13488
180 H -9.11993 1.39729 2.94345
181 H -9.64119 -4.76890 -3.67462
182 H 7.69163 4.01795 -8.19206
183 H -7.07134 0.36628 0.20117
184 H -5.89058 5.34364 1.20328
185 H 4.29339 -1.48259 -4.88250
186 H -8.31297 -7.42141 -3.21944
187 H 2.48079 4.57987 -7.94891
188 H -6.42951 5.62254 -0.52571
189 H -1.09893 -2.19178 -1.35287
190 H 0.38119 -2.82462 0.67468
191 H 0.69099 -3.65333 -6.58749
192 H 3.83879 2.40562 2.02423
193 H 4.52541 1.36811 3.98184
194 H 0.91787 4.52821 4.96717
195 H -0.42642 3.78248 2.35031
196 H -6.46159 -7.60572 -1.57019
197 H 4.84661 4.96088 -3.55234
198 H 5.86875 1.24986 5.09223
199 H 3.49745 -3.85829 5.83737
200 H -7.48165 -2.33271 -5.19031
201 H 5.37187 -3.09986 -7.97495
202 H -9.93555 2.33869 -0.06967
203 H 8.53473 0.86523 3.37096
204 H 5.66026 -2.15912 8.16585
205 H 2.49687 6.19776 -8.41321
206 H -7.17376 -5.12957 -0.66339
207 H -0.17609 -2.58279 2.19998
208 H 2.11582 -4.75565 10.71978
209 H -2.80848 -1.67926 -1.36783
210 H -0.75515 6.17535 5.04851
211 H -6.24632 0.82994 1.66291
212 H 5.02454 2.94780 -9.36126
213 H -7.03839 6.51985 0.60820
214 H 7.07951 4.52790 -5.50631
215 H 2.27980 5.84871 -5.99771
216 H 1.70359 -4.97499 -8.12421
217 H -4.21621 3.53653 6.28359
218 H 4.78163 -0.11974 2.36472
219 H 1.75210 -2.69729 -4.51503
220 H -3.60176 2.42707 7.44382
221 H -5.81017 -4.24756 -1.39360
222 H -9.24712 6.23677 0.18787
223 H -1.14844 1.61271 7.22864
224 H 5.19730 4.36414 3.14187
225 H 4.96918 6.51023 -4.36338

Cartesian forces (eV/Å) of the 6 atoms listed first:
0.131 -0.548 -1.384
1.914 0.580 0.545
0.184 0.741 1.058
0.365 -0.637 0.412
-0.594 -0.216 1.041
-1.148 0.206 0.471

Output
- Total charge: 0
- SMILES: CC1(C)CCCC(C)(C)N1O.CC1(C)CCCC(C)(C)N1O.CC1(C)CCCC(C)(C)N1O.CC1(C)CCCC(C)(C)N1O.CC1(C)CCCC(C)(C)N1O.CC1(C)CCCC(C)(C)N1O.CC1(C)CCCC(C)(C)N1O.O=S1(=O)CCCC1
- 2S+1: 1
- LUMO energy: 0.125 eV
- Orbital gap: 8.158 eV
- Relative energy (zero: lowest compared OMol25 entry of this formula, charge and spin): 412.4 kJ/mol
- M: 1221.0 g mol⁻¹